Entry one
Computed, not measured: C6H11P as an isolated structure, with ωB97M-V/def2-TZVPD.

Summary:
- Gap between HOMO and LUMO (alpha / beta): 7.27 / 7.27 eV
- HOMO (alpha / beta): -7.9 / -7.9 eV
- Net charge: 0

```
18
C6H11P, DFT ωB97M-V/def2-TZVPD
C -0.96 -0.26 -1.01
C 0.04 -1.04 0.45
C -0.59 -1.94 1.28
C -2.24 -0.05 -0.47
C 2.05 0.05 -1.20
C 0.90 1.69 0.60
P 1.60 -0.06 0.64
H -1.49 -2.44 1.06
H -0.35 -2.28 2.24
H -2.25 -0.22 0.62
H -2.65 0.95 -0.59
H -3.09 -0.70 -0.82
H 2.59 -0.85 -1.71
H 1.16 0.28 -1.68
H 2.89 0.77 -1.35
H 1.82 2.41 0.59
H 0.12 1.86 -0.26
H 0.47 1.83 1.62
```

natural (NBO) population analysis, charges in e, atoms 1 to 8:
1. C 0.22
2. C -0.38
3. C -0.41
4. C -0.93
5. C -0.92
6. C -0.94
7. P 0.76
8. H 0.19

=====

Entry two
Computed, not measured: a 2-piece molecular cluster, C6H11P overall, with ωB97M-V/def2-TZVPD.

Summary:
- Gap between HOMO and LUMO: 9.92 eV
- HOMO: -9.3 eV
- Net charge: 0
- SMILES: C=CCCC.C#P

```
18
C6H11P, DFT ωB97M-V/def2-TZVPD
C 1.57 -1.91 0.34
C 0.60 -1.26 -0.25
C -0.17 -0.12 0.34
C -1.59 -0.03 -0.30
C -2.37 1.16 0.15
H 1.78 -1.66 1.48
H 2.01 -2.67 -0.22
H 0.53 -1.55 -1.25
H 0.45 0.88 0.04
H -0.15 -0.33 1.47
H -2.06 -0.90 -0.10
H -1.61 0.06 -1.33
H -2.53 1.04 1.17
H -1.77 1.99 0.16
H -3.27 1.18 -0.31
C 2.77 1.53 -0.50
P 3.52 0.20 -0.75
H 2.27 2.36 -0.15
```

natural (NBO) population analysis, charges in e, atoms 1 to 8:
1. C -0.41
2. C -0.17
3. C -0.44
4. C -0.38
5. C -0.59
6. H 0.19
7. H 0.20
8. H 0.19

=====

What is the most stable structure shown above? It is entry two.